[1]
# C20H17F6N6OS2Tc

A molecular structure, C20H17F6N6OS2Tc (wB97M-V/def2-TZVPD, the OMol25 dataset).

Last column: Löwdin spin population.
Geometry (Å):
Tc  0.537  0.105  -0.549  1.234
C  3.984  1.824  0.060  0.043
C  2.944  0.753  0.058  0.311
N  2.371  0.242  -1.075  0.176
N  2.445  0.792  -2.343  0.032
C  1.276  0.817  -3.137  0.027
N  1.508  1.336  -4.368  0.012
S  -0.322  0.308  -2.711  0.015
C  2.407  0.258  1.379  0.075
C  3.273  0.145  2.486  0.048
C  2.765  -0.279  3.686  0.037
C  1.398  -0.590  3.789  0.068
C  0.623  -0.461  2.677  0.020
N  1.080  -0.045  1.477  0.096
H  3.644  2.667  -0.548  0.007
H  4.923  1.443  -0.359  0.015
H  4.179  2.193  1.062  0.001
H  3.119  1.530  -2.498  0.001
H  2.419  1.189  -4.778  0.001
H  0.737  1.269  -5.015  0.001
H  4.325  0.370  2.391  0.002
H  3.412  -0.379  4.548  0.001
H  0.967  -0.930  4.720  0.003
H  -0.473  -0.696  2.654  0.001
F  -0.008  -5.843  0.990  0.000
C  0.502  -4.781  0.323  0.000
F  0.333  -5.069  -0.975  0.001
F  1.814  -4.795  0.592  0.001
C  -0.188  -3.516  0.755  0.005
C  -1.194  -3.591  1.717  0.010
C  -1.859  -2.459  2.146  0.000
C  -1.494  -1.243  1.590  0.009
N  -0.550  -1.128  0.678  0.019
C  0.134  -2.265  0.230  0.027
S  1.397  -2.080  -1.010  0.078
H  -1.464  -4.549  2.139  0.001
H  -2.637  -2.512  2.892  0.000
H  -1.982  -0.315  1.877  0.000
O  1.086  1.835  -0.580  0.580
F  -5.008  3.976  -2.317  0.000
C  -5.135  2.901  -1.526  0.000
F  -5.679  3.321  -0.373  0.000
F  -6.022  2.082  -2.107  0.000
C  -3.806  2.232  -1.291  0.004
C  -3.587  0.909  -1.659  0.002
C  -2.359  0.351  -1.425  0.002
N  -1.320  1.033  -0.841  0.016
C  -1.566  2.297  -0.491  0.012
C  -2.782  2.932  -0.700  0.003
H  -4.365  0.320  -2.123  0.000
H  -2.158  -0.677  -1.698  0.001
H  -0.736  2.811  -0.025  0.002
H  -2.910  3.962  -0.394  0.000

The frontier orbital gap (alpha / beta) comes out at 5.28 / 6.58 eV. Its expectation value of S² is 3.7774. For the energy relative to the best compared isomer or geometry (same formula, charge and spin), the calculation gives 141.1 kcal per mole. Its net charge is +1. The value obtained for the LUMO energy (alpha / beta) is -3.48 / -4.36 eV. Its spin multiplicity is 4. The HOMO energy (alpha / beta) comes out at -8.76 / -10.94 eV.


[2]
# C20H17FeN2O3S

A molecular structure, C20H17FeN2O3S (wB97M-V/def2-TZVPD, the OMol25 dataset).

Last column: Löwdin spin population.
Geometry (Å):
C  -1.102  4.741  -2.409  0.001
C  -0.010  3.985  -1.953  0.000
C  -0.239  2.866  -1.141  0.001
C  -1.522  2.448  -0.823  0.007
C  -2.607  3.185  -1.303  0.001
C  -2.396  4.331  -2.087  0.000
S  -1.494  0.963  0.174  0.026
C  0.229  0.999  0.196  0.007
N  1.061  0.152  0.841  0.028
C  2.504  0.208  0.559  0.003
C  2.930  1.638  0.375  0.001
C  2.155  2.273  -0.748  0.000
N  0.728  2.045  -0.524  0.000
H  -0.939  5.637  -3.004  0.000
H  1.007  4.260  -2.226  0.000
H  -3.604  2.837  -1.045  0.000
H  -3.247  4.897  -2.446  0.000
H  2.985  -0.225  1.438  0.001
H  2.766  -0.403  -0.327  0.000
H  2.776  2.225  1.291  0.000
H  3.990  1.659  0.121  0.000
H  2.335  3.351  -0.783  0.000
H  2.439  1.881  -1.736  0.000
O  -2.204  -5.033  -1.575  0.093
C  -1.614  -4.444  -0.764  0.127
Fe  -0.576  -3.235  0.013  2.402
C  0.789  -3.654  -1.025  0.012
O  1.663  -3.761  -1.790  -0.022
C  -0.845  -1.999  -1.286  0.050
O  -0.815  -1.383  -2.273  0.017
C  0.656  -0.934  1.806  0.094
C  -0.740  -0.774  2.282  0.372
C  -1.827  -1.472  1.879  0.156
C  -1.922  -2.851  1.470  0.221
C  -0.974  -3.846  1.917  0.091
C  0.386  -3.567  1.827  0.055
C  0.846  -2.363  1.196  0.182
H  1.344  -0.829  2.666  0.012
H  -0.834  -0.007  3.058  0.016
H  -2.808  -0.980  1.916  0.018
H  -2.942  -3.192  1.217  0.009
H  -1.319  -4.839  2.216  0.006
H  1.116  -4.371  1.975  0.005
H  1.877  -2.419  0.835  0.008

The frontier orbital gap (alpha / beta) comes out at 6.07 / 6.67 eV. Its expectation value of S² is 6.0851. Its net charge is +1. The value obtained for the LUMO energy (alpha / beta) is -2.76 / -5.14 eV. Its spin multiplicity is 5. The HOMO energy (alpha / beta) comes out at -8.83 / -11.81 eV.


[3]
# C20H17N7O2

A single C20H17N7O2 molecule (wB97M-V/def2-TZVPD, the OMol25 dataset).

Last column: Mulliken charge in e.
Geometry (Å):
N  3.470  -1.388  3.667  -0.605
C  3.070  -0.571  2.902  -0.179
N  1.123  -4.684  -0.496  -0.475
N  1.006  -2.646  0.422  -0.248
N  -4.189  2.662  0.191  -0.689
N  -3.121  1.761  -1.717  -0.715
O  0.984  -3.713  -1.524  -0.186
O  0.722  -1.167  -2.945  -0.462
C  1.115  -3.994  0.609  0.579
C  0.879  -2.497  -0.892  -0.042
C  -0.970  1.707  1.362  -0.183
C  -1.550  2.091  2.516  -0.630
C  -4.159  2.388  -1.115  -0.372
C  -3.089  2.393  0.902  -1.066
C  -2.037  1.427  -1.002  -0.049
C  2.575  1.829  0.078  -0.783
C  3.225  0.954  0.943  -0.510
C  1.212  2.040  0.174  -0.228
C  1.103  0.589  2.132  -0.413
C  2.473  0.339  1.989  0.539
C  -1.987  1.837  0.326  0.845
C  0.467  1.411  1.174  1.311
N  -2.851  2.516  2.248  -0.043
N  -1.060  0.587  -1.629  0.848
C  1.212  -4.587  1.959  -0.964
C  0.515  0.187  -3.446  -0.476
C  0.597  -1.156  -1.512  1.234
C  -0.874  0.752  -3.101  -0.645
C  -0.814  -0.727  -1.058  -1.435
H  -1.047  2.121  3.484  0.472
H  -5.001  2.620  -1.736  0.415
H  3.068  2.320  -0.757  0.386
H  4.292  0.699  0.725  0.390
H  0.727  2.678  -0.488  0.611
H  0.562  0.177  2.979  0.525
H  -3.563  2.684  2.954  0.264
H  1.814  -3.912  2.597  0.246
H  0.210  -4.717  2.349  0.233
H  1.674  -5.633  1.898  0.329
H  1.278  0.913  -3.031  0.166
H  0.610  0.203  -4.543  0.422
H  1.310  -0.437  -1.069  -0.153
H  -1.640  0.229  -3.685  0.346
H  -0.904  1.821  -3.395  0.371
H  -1.557  -1.392  -1.466  0.418
H  -0.880  -0.712  0.027  0.598

The frontier orbital gap comes out at 8.64 eV. For the energy relative to the best compared isomer or geometry (same formula, charge and spin), the calculation gives 4.1 kcal per mole. The SMILES is Cc1noc([C@@H]2CN(c3ncnc4[nH]cc(-c5cccc(C#N)c5)c34)CCO2)n1. The value obtained for the LUMO energy is 0.02 eV. The HOMO energy comes out at -8.62 eV.


[4]
# C20H17N7S

A single C20H17N7S molecule (wB97M-V/def2-TZVPD, the OMol25 dataset).

Last column: Mulliken charge in e.
Geometry (Å):
N  2.047  2.152  3.927  -0.713
N  -0.006  -2.322  -1.792  -0.521
N  -0.189  6.279  4.565  -0.712
N  -1.650  -5.321  -5.599  -0.635
S  -0.651  0.208  -1.741  -0.097
C  1.071  2.963  3.639  0.663
C  0.114  -1.243  -1.105  0.386
C  0.886  6.239  5.305  -0.036
C  -0.242  5.023  3.914  -0.349
C  -1.243  -0.801  -3.025  -0.540
C  -0.817  -2.101  -2.881  -0.137
C  0.821  4.270  4.270  -0.119
C  -0.671  -5.410  -4.676  -0.363
C  -2.388  -4.214  -5.639  -0.290
C  -0.401  -4.387  -3.789  -0.339
C  -2.281  -3.187  -4.671  -0.502
C  0.420  0.398  1.292  -0.761
C  2.775  0.058  2.782  -1.338
C  1.907  1.114  3.009  0.645
C  -1.207  -3.228  -3.762  0.865
C  0.775  1.318  2.245  0.019
C  1.279  -0.692  0.998  0.424
C  2.481  -0.845  1.732  1.038
N  0.249  2.492  2.636  -0.070
N  0.863  -1.582  0.021  -0.210
N  1.568  5.040  5.167  0.072
C  3.409  -1.970  1.397  -1.521
C  2.906  4.738  5.745  -0.778
H  1.303  7.014  5.942  0.340
H  -1.052  4.671  3.237  0.295
H  -1.881  -0.502  -3.834  0.378
H  -0.024  -6.247  -4.776  0.405
H  -3.197  -4.149  -6.356  0.376
H  0.470  -4.464  -3.156  0.380
H  -2.995  -2.354  -4.677  0.308
H  -0.582  0.527  0.880  0.668
H  3.677  -0.016  3.408  0.336
H  -0.527  2.947  2.173  0.224
H  1.377  -2.450  -0.134  0.300
H  3.854  -1.796  0.408  0.321
H  4.255  -2.045  2.137  0.343
H  2.895  -2.977  1.448  0.349
H  3.205  5.583  6.375  0.306
H  2.896  3.821  6.329  0.281
H  3.631  4.713  4.914  0.308

The frontier orbital gap comes out at 7.81 eV. For the energy relative to the best compared isomer or geometry (same formula, charge and spin), the calculation gives 0.0 kcal per mole. The SMILES is Cc1cc2nc(-c3cncn3C)[nH]c2cc1Nc1nc(-c2ccncc2)cs1. The value obtained for the LUMO energy is 0.28 eV. The HOMO energy comes out at -7.53 eV.


The records above give, respectively, max |F| values of 6.05 7.68 4.82 2.69 eV/A.